No. 1
C17H46BClFN7O5P2 | ωB97M-V with the def2-TZVPD basis set

Output
- SMILES string: NB(O)[C@@H](F)OC(=O)CCCCl.CN(C)P(=O)(N(C)C)N(C)C.CN(C)P(=O)(N(C)C)N(C)C
- Spin multiplicity: 1
- Orbital gap: 8.7 eV

The geometry in XYZ format:
```
80
Properties=species:S:1:pos:R:3:mulliken_charge:R:1
N 4.051 -1.166 2.448 -0.25
B 4.318 0.220 2.456 0.33
O 5.521 0.706 2.948 -0.54
C 3.243 1.277 1.906 -0.01
F 2.452 0.702 0.919 -0.31
O 2.391 1.587 2.989 -0.24
C 1.567 2.678 2.796 0.54
O 1.891 3.617 2.125 -0.59
C 0.256 2.589 3.539 -0.22
C -0.040 1.231 4.179 -0.80
C -0.418 0.177 3.147 -0.20
Cl -2.156 0.302 2.758 -0.19
H 4.483 -1.635 3.235 0.20
H 3.069 -1.412 2.437 0.22
H 5.421 1.270 3.718 0.30
H 3.700 2.181 1.505 0.27
H 0.295 3.334 4.338 0.29
H -0.546 2.877 2.858 0.10
H 0.808 0.889 4.773 0.31
H -0.866 1.356 4.880 0.44
H 0.169 0.266 2.235 0.08
H -0.266 -0.826 3.542 0.33
C 3.619 -2.916 -0.474 -1.03
N 3.772 -4.356 -0.487 0.45
C 4.670 -4.864 0.541 -1.18
P 2.632 -5.498 -1.018 0.28
O 1.967 -6.021 0.196 -0.89
N 1.296 -4.873 -1.908 0.30
C 1.246 -3.540 -2.472 -1.15
C -0.027 -5.306 -1.472 -1.10
N 3.465 -6.037 -2.348 0.22
C 4.747 -5.537 -2.822 -0.82
C 2.780 -6.924 -3.280 -1.01
H 4.602 -2.439 -0.515 0.34
H 3.105 -2.553 0.420 0.33
H 3.094 -2.547 -1.347 0.29
H 5.320 -5.651 0.143 0.37
H 4.130 -5.280 1.398 0.30
H 5.312 -4.060 0.900 0.36
H 1.101 -2.762 -1.713 0.37
H 0.411 -3.473 -3.174 0.37
H 2.147 -3.318 -3.049 0.27
H -0.409 -4.726 -0.623 0.30
H -0.017 -6.352 -1.180 0.34
H -0.725 -5.201 -2.307 0.38
H 4.642 -4.561 -3.303 0.23
H 5.156 -6.237 -3.552 0.36
H 5.482 -5.457 -2.026 0.25
H 2.401 -6.369 -4.144 0.32
H 1.937 -7.419 -2.801 0.32
H 3.455 -7.706 -3.633 0.39
C -2.095 3.553 -1.792 -1.02
N -3.158 2.973 -0.999 0.43
C -2.952 1.571 -0.656 -0.97
P -4.175 3.786 0.093 0.30
O -3.623 3.541 1.444 -0.83
N -4.147 5.508 0.012 0.31
C -3.573 6.261 -1.083 -1.14
C -3.969 6.208 1.279 -1.10
N -5.590 3.615 -0.757 0.23
C -5.740 2.988 -2.062 -0.81
C -6.764 4.347 -0.300 -1.01
H -1.929 2.934 -2.679 0.37
H -1.145 3.633 -1.248 0.27
H -2.354 4.534 -2.170 0.34
H -3.882 1.000 -0.760 0.30
H -2.603 1.448 0.372 0.04
H -2.220 1.123 -1.328 0.43
H -2.477 6.247 -1.081 0.35
H -3.887 7.306 -1.010 0.37
H -3.938 5.902 -2.048 0.28
H -2.919 6.273 1.588 0.31
H -4.519 5.715 2.075 0.34
H -4.367 7.222 1.179 0.39
H -5.356 3.630 -2.860 0.23
H -6.798 2.802 -2.249 0.36
H -5.242 2.024 -2.119 0.24
H -6.905 5.265 -0.878 0.32
H -6.669 4.621 0.750 0.31
H -7.661 3.732 -0.392 0.39
```

=====

No. 2
C17H46NbO10P2S | ωB97M-V with the def2-TZVPD basis set

Output
- Spin multiplicity: 1
- Orbital gap: 4.3 eV
- Total charge: -1

The geometry in XYZ format:
```
77
Properties=species:S:1:pos:R:3:mulliken_charge:R:1
C 2.972 -3.869 0.420 -1.06
C 1.897 -3.175 -0.551 -0.37
C 2.156 -1.593 -0.566 -0.06
C 2.175 -0.967 -2.017 -0.49
C 3.201 0.224 -2.238 -0.78
C 3.399 1.193 -1.006 -0.56
C 2.304 2.358 -0.929 -0.36
C 1.064 1.999 -0.011 -0.22
C -0.252 2.384 -0.817 0.15
C -1.572 2.336 0.063 -1.38
Nb -2.568 0.307 0.107 -0.63
S -3.849 -1.913 0.158 0.86
C -4.837 -2.172 -1.396 -0.78
O -4.850 -1.931 1.303 -0.63
O -2.900 -3.077 0.391 -0.61
H 2.501 -4.778 0.893 0.34
H 3.865 -4.219 -0.173 0.22
H 3.262 -3.182 1.268 0.31
H 0.897 -3.367 -0.062 0.19
H 1.924 -3.618 -1.581 0.36
H 1.279 -1.144 -0.012 -0.19
H 3.083 -1.398 0.035 0.23
H 1.129 -0.706 -2.351 0.21
H 2.504 -1.801 -2.716 0.45
H 2.774 0.858 -3.077 0.30
H 4.188 -0.157 -2.642 0.30
H 4.384 1.733 -1.186 0.30
H 3.514 0.685 -0.013 0.30
H 2.866 3.270 -0.563 0.11
H 1.971 2.594 -1.976 0.29
H 1.086 0.926 0.312 0.02
H 1.153 2.619 0.934 0.37
H -0.109 3.457 -1.146 -0.03
H -0.280 1.732 -1.732 0.23
H -1.388 2.690 1.127 0.34
H -2.281 3.111 -0.374 0.40
H -3.582 0.723 -1.363 -0.03
H -3.893 1.003 1.185 -0.01
H -1.729 -0.232 1.624 0.04
H -1.330 -0.488 -0.971 0.11
H -5.512 -1.277 -1.495 0.28
H -4.181 -2.241 -2.303 0.27
H -5.474 -3.103 -1.324 0.26
C 7.535 5.838 -1.860 -0.74
O 6.523 6.840 -1.749 -0.30
P 4.919 6.284 -1.997 1.08
O 5.096 6.130 -3.506 -0.66
O 4.291 7.751 -1.616 -0.30
C 5.070 8.934 -1.547 -0.63
O 3.350 5.616 -1.928 -0.35
C 2.416 5.995 -2.929 -0.51
H 8.489 6.282 -1.575 0.24
H 7.319 5.004 -1.190 0.31
H 7.607 5.480 -2.888 0.32
H 5.634 9.096 -2.467 0.29
H 5.735 8.903 -0.685 0.25
H 4.387 9.775 -1.414 0.26
H 2.681 5.555 -3.889 0.26
H 2.344 7.080 -3.014 0.28
H 1.441 5.601 -2.632 0.19
C -6.086 -5.092 1.194 -0.70
O -5.967 -4.952 2.609 -0.25
P -5.241 -6.273 3.417 1.13
O -6.461 -7.182 3.261 -0.68
O -5.258 -5.475 4.848 -0.30
C -6.028 -4.303 5.068 -0.55
O -4.226 -7.457 4.114 -0.47
C -4.783 -8.301 5.106 -0.51
H -6.452 -4.149 0.787 0.12
H -5.113 -5.311 0.755 0.32
H -6.797 -5.883 0.946 0.40
H -7.077 -4.460 4.812 0.28
H -5.614 -3.465 4.508 0.23
H -5.968 -4.059 6.131 0.26
H -5.490 -9.002 4.663 0.23
H -5.266 -7.720 5.894 0.25
H -3.965 -8.875 5.547 0.24
```

=====

No. 3
C17H48BBr2F7N4O9SV | ωB97M-V with the def2-TZVPD basis set

Output
- Spin multiplicity: 1
- Orbital gap: 2.9 eV
- Total charge: +1

The geometry in XYZ format:
```
90
Properties=species:S:1:pos:R:3:mulliken_charge:R:1
O 0.221 0.661 3.888 -0.52
V -0.185 -0.655 3.080 1.78
O -0.582 -0.369 1.683 -0.58
B 3.951 1.718 10.089 0.61
F 3.339 2.975 10.088 -0.42
F 5.274 1.801 9.861 -0.38
F 3.675 0.925 11.207 -0.41
F 3.492 0.944 9.039 -0.40
C 6.392 4.885 3.301 -1.44
C 7.150 4.675 4.687 0.05
C 8.691 4.444 4.694 -0.66
O 9.413 5.740 4.669 -0.35
C 10.798 5.627 4.924 -0.72
N 6.748 5.651 5.761 -0.21
H 5.869 5.987 5.394 0.35
H 6.705 5.283 6.701 0.36
H 7.324 6.452 5.976 0.33
H 5.334 4.664 3.447 0.45
H 6.668 4.176 2.521 0.39
H 6.654 5.850 2.866 0.41
H 6.698 3.774 5.101 0.37
H 8.997 3.781 3.885 0.43
H 8.822 3.967 5.665 0.39
H 10.828 5.453 5.999 0.32
H 11.236 6.594 4.675 0.24
H 11.256 4.870 4.287 0.30
C 1.204 1.345 -4.185 -1.26
C 1.429 -0.130 -4.574 0.21
C 0.289 -0.775 -5.287 -0.74
O -0.854 -0.762 -4.460 -0.27
C -1.992 -1.348 -5.032 -0.78
N 2.656 -0.251 -5.529 -0.34
H 2.538 0.104 -6.467 0.34
H 3.507 0.197 -5.221 0.35
H 2.846 -1.240 -5.595 0.38
H 0.472 1.452 -3.385 0.35
H 0.857 1.900 -5.057 0.36
H 2.210 1.730 -4.016 0.40
H 1.659 -0.844 -3.783 0.32
H 0.532 -1.710 -5.791 0.42
H -0.011 -0.099 -6.087 0.36
H -2.463 -1.895 -4.215 0.26
H -1.757 -2.074 -5.811 0.33
H -2.607 -0.569 -5.481 0.29
C -5.570 3.898 -1.164 -1.44
C -6.779 2.983 -1.445 0.14
C -7.065 1.909 -0.338 -0.59
O -8.333 1.240 -0.429 -0.34
C -8.425 0.345 -1.545 -0.73
N -8.029 3.842 -1.596 -0.27
H -8.845 3.332 -1.903 0.35
H -8.365 4.151 -0.695 0.38
H -7.880 4.666 -2.162 0.35
H -5.350 4.808 -1.723 0.41
H -4.651 3.311 -1.159 0.34
H -5.747 4.241 -0.144 0.41
H -6.661 2.533 -2.431 0.23
H -6.890 2.299 0.665 0.47
H -6.199 1.254 -0.427 0.40
H -9.480 0.279 -1.813 0.29
H -8.101 -0.685 -1.392 0.31
H -7.957 0.686 -2.468 0.28
C -0.834 -8.132 -6.943 -1.35
C -0.668 -9.112 -5.767 0.29
C 0.246 -8.595 -4.666 -0.81
O -0.501 -7.529 -4.055 -0.31
C 0.188 -6.818 -3.081 -0.79
N -2.064 -9.542 -5.263 -0.33
H -2.029 -10.060 -4.397 0.35
H -2.524 -8.708 -4.927 0.34
H -2.756 -9.900 -5.906 0.34
H 0.089 -8.072 -7.520 0.38
H -1.147 -7.140 -6.619 0.33
H -1.541 -8.496 -7.689 0.44
H -0.262 -10.091 -6.021 0.34
H 1.263 -8.403 -5.008 0.45
H 0.294 -9.324 -3.857 0.44
H 0.566 -7.441 -2.270 0.33
H -0.364 -6.028 -2.573 0.28
H 1.044 -6.340 -3.558 0.30
C -4.523 2.935 6.664 0.57
F -5.105 3.484 7.740 -0.24
F -4.859 3.635 5.597 -0.23
F -3.196 3.118 6.888 -0.24
S -4.938 1.041 6.459 1.07
O -6.367 1.139 6.240 -0.65
O -4.208 0.676 5.265 -0.64
O -4.418 0.464 7.713 -0.62
Br 4.456 -1.364 1.810 -0.87
Br -0.794 -5.395 4.401 -0.81
```

=====

No. 4
C17H48Mn2O17 | ωB97M-V with the def2-TZVPD basis set

Output
- Energy above the lowest of the compared OMol25 structures with the same formula, charge and spin: 0.00 kcal/mol
- Spin multiplicity: 11
- Orbital gap (alpha / beta): 5.7 / 6.0 eV

The geometry in XYZ format:
```
84
Properties=species:S:1:pos:R:3:mulliken_charge:R:1
Mn -0.182 -4.022 -2.390 1.09
Mn 0.548 0.166 -0.322 0.39
C 1.912 -3.323 1.385 -1.01
C 1.698 -2.692 0.064 0.42
O 1.273 -3.356 -0.944 -0.52
O 1.896 -1.450 -0.006 0.02
H 1.740 -4.391 1.258 0.43
H 1.250 -2.952 2.168 0.10
H 2.955 -3.294 1.703 0.36
C -3.198 -1.051 -2.415 -0.78
C -1.725 -1.434 -2.211 0.61
O -1.291 -2.360 -2.920 -0.89
O -0.999 -0.889 -1.347 -0.36
H -3.324 -0.718 -3.445 0.36
H -3.529 -0.240 -1.766 -0.05
H -3.880 -1.895 -2.308 0.34
C 3.229 2.914 -1.838 -1.43
C 2.228 1.840 -1.313 1.03
O 1.586 1.093 -2.073 -0.39
O 2.011 1.717 -0.064 -0.04
H 3.975 3.065 -1.058 0.35
H 2.583 3.782 -1.973 0.37
H 3.741 2.759 -2.787 0.34
C -1.798 1.805 2.606 -1.55
C -0.915 1.173 1.536 0.58
O -0.129 0.243 1.826 -0.44
O -1.097 1.489 0.312 0.37
H -1.390 1.873 3.615 0.31
H -2.686 1.174 2.628 0.30
H -2.141 2.793 2.299 0.39
C -4.114 -1.413 2.607 -0.36
O -5.228 -0.932 1.773 -0.62
H -3.322 -1.882 2.022 0.01
H -3.758 -0.647 3.296 0.22
H -4.498 -2.167 3.295 0.39
H -4.889 -0.289 1.145 0.37
C 3.857 0.023 2.280 -0.16
O 4.326 1.205 1.723 -0.67
H 4.163 -0.708 1.531 0.09
H 4.339 -0.114 3.248 0.38
H 2.791 0.038 2.507 -0.05
H 3.759 1.275 0.952 0.23
C 4.511 -0.920 -1.876 -0.38
O 4.989 -2.174 -1.472 -0.61
H 5.162 -0.459 -2.619 0.34
H 3.524 -0.962 -2.337 0.21
H 4.505 -0.251 -1.016 0.11
H 4.458 -2.480 -0.733 0.35
C 0.845 4.829 1.645 -0.68
O 1.310 3.500 1.934 -0.41
H 1.616 5.496 1.257 0.31
H 0.007 4.986 0.967 0.21
H 0.488 5.229 2.594 0.30
H 1.455 3.043 1.103 0.24
C -1.274 -4.571 0.644 -0.45
O -1.621 -4.364 -0.724 -0.30
H -0.437 -5.260 0.752 0.24
H -0.953 -3.651 1.134 -0.02
H -2.164 -4.990 1.114 0.42
H -2.565 -4.541 -0.744 0.26
C -4.521 2.303 -0.464 -0.79
O -3.864 1.211 0.250 -0.20
H -4.109 2.623 -1.421 0.23
H -5.550 1.958 -0.565 0.32
H -4.618 3.183 0.172 0.29
H -2.909 1.303 0.223 0.05
C -0.002 -1.700 4.816 -0.34
O -1.171 -1.190 4.220 -0.55
H -0.006 -2.785 4.916 0.19
H 0.762 -1.319 4.139 -0.01
H -0.030 -1.336 5.844 0.25
H -0.867 -0.752 3.421 0.28
C 1.370 -0.897 -5.383 -0.41
O 2.384 -0.335 -4.661 -0.51
H 0.772 -1.623 -4.832 -0.03
H 0.625 -0.123 -5.570 0.25
H 1.707 -1.413 -6.282 0.31
H 2.104 -0.099 -3.774 0.24
C -1.379 3.473 -2.552 -0.47
O -1.016 3.811 -1.198 -0.54
H -2.298 3.938 -2.910 0.32
H -0.586 3.739 -3.251 0.28
H -1.501 2.392 -2.623 -0.04
H -0.918 2.974 -0.738 0.22
```

=====

No. 5
C17H48O17S2V | ωB97M-V with the def2-TZVPD basis set

Output
- Energy above the lowest of the compared OMol25 structures with the same formula, charge and spin: 0.00 kcal/mol
- Spin multiplicity: 1
- Orbital gap: 2.2 eV
- Total charge: -3

The geometry in XYZ format:
```
85
Properties=species:S:1:pos:R:3:mulliken_charge:R:1
O -0.397 1.177 0.652 0.88
V 0.824 0.669 1.546 0.45
O 1.237 -0.828 1.139 -0.39
S 0.209 3.706 2.602 0.84
O 1.225 2.808 2.125 -0.57
O 0.273 4.072 3.989 -0.72
O -0.091 4.740 1.636 -0.71
O -0.932 2.883 2.873 -0.80
S -0.574 0.385 4.563 1.18
O -0.394 -0.030 3.200 -1.05
O 0.279 1.550 4.833 -0.70
O -1.761 1.166 4.720 -0.71
O -0.495 -0.693 5.521 -0.77
C 3.012 0.884 -1.094 -0.38
O 2.417 1.576 -0.063 -0.08
H 3.328 1.498 -1.937 0.29
H 3.828 0.263 -0.722 0.24
H 2.200 0.283 -1.501 -0.20
H 2.986 2.329 0.110 0.13
C 3.952 0.126 2.814 -0.84
O 2.578 0.372 3.141 -0.05
H 4.626 0.243 3.662 0.39
H 4.082 -0.897 2.461 0.19
H 4.284 0.763 1.994 0.21
H 2.615 0.920 3.928 0.15
C 3.254 -3.208 -0.347 -0.89
C 4.551 -3.860 0.140 0.31
C 5.623 -3.901 -0.989 -1.37
O 5.056 -3.077 1.223 -0.53
H 3.215 -2.231 -0.830 0.04
H 2.570 -3.065 0.490 0.33
H 2.851 -3.983 -0.999 0.39
H 4.481 -4.841 0.610 0.26
H 5.312 -4.636 -1.732 0.39
H 6.591 -4.292 -0.677 0.39
H 5.823 -2.902 -1.376 0.31
H 5.552 -2.331 0.877 0.32
C -3.450 0.086 1.670 -1.01
C -3.152 -1.353 2.192 0.79
C -4.108 -2.285 1.502 -1.72
O -1.817 -1.717 1.922 -0.49
H -3.357 0.028 0.586 0.02
H -2.795 0.796 2.177 0.17
H -4.463 0.394 1.926 0.44
H -3.273 -1.360 3.275 0.42
H -4.056 -2.226 0.415 0.23
H -5.119 -2.018 1.811 0.47
H -3.988 -3.340 1.747 0.39
H -1.314 -1.036 2.375 0.34
C 0.476 2.396 -4.889 -1.71
C 0.840 1.688 -3.586 0.70
C -0.250 1.099 -2.732 -0.14
O 1.768 0.658 -3.933 -0.52
H -0.160 3.251 -4.664 0.37
H 0.032 1.617 -5.509 0.40
H 1.343 2.788 -5.421 0.47
H 1.379 2.421 -2.987 0.03
H 0.195 0.437 -1.990 -0.21
H -1.031 0.589 -3.297 0.42
H -0.725 1.914 -2.187 -0.09
H 2.241 0.862 -4.744 0.29
C -4.446 3.289 0.478 -1.47
C -3.269 3.224 -0.441 1.75
C -3.418 3.987 -1.735 -1.78
O -2.177 3.860 0.268 -0.49
H -4.289 2.659 1.353 0.27
H -5.387 2.978 0.026 0.38
H -4.585 4.309 0.836 0.36
H -2.977 2.186 -0.601 -0.43
H -3.855 4.968 -1.548 0.42
H -4.053 3.361 -2.361 0.39
H -2.416 4.095 -2.151 0.31
H -1.927 3.327 1.027 0.16
C -1.166 -4.042 -2.471 -1.71
C -1.072 -3.070 -1.250 1.46
C -1.789 -1.746 -1.612 -0.63
O -1.626 -3.686 -0.065 -0.63
H -0.440 -4.837 -2.297 0.40
H -0.959 -3.523 -3.406 0.35
H -2.153 -4.482 -2.616 0.39
H 0.002 -2.928 -1.126 -0.41
H -2.864 -1.852 -1.760 0.28
H -1.369 -1.394 -2.554 0.35
H -1.556 -0.980 -0.871 -0.15
H -1.612 -3.030 0.637 0.46
```

=====

No. 6
C17H48O7 | ωB97M-V with the def2-TZVPD basis set

Output
- Energy above the lowest of the compared OMol25 structures with the same formula, charge and spin: 185.48 kcal/mol
- SMILES string: CC(C)O.CC(C)O.CC(C)O.CC(C)O.CC(C)O.CO.CO
- Spin multiplicity: 1
- Orbital gap: 9.7 eV

The geometry in XYZ format:
```
72
Properties=species:S:1:pos:R:3:mulliken_charge:R:1
C 1.903 3.578 2.006 -1.58
C 2.809 2.850 1.103 0.99
C 4.278 3.140 1.364 -1.66
O 2.650 1.637 0.937 -0.41
H 1.610 3.115 3.051 0.24
H 0.932 3.637 1.626 0.40
H 2.293 4.537 2.197 0.47
H 2.506 3.255 0.140 0.08
H 4.546 4.191 1.188 0.39
H 4.986 2.658 0.675 0.41
H 4.445 2.998 2.414 0.38
H 3.289 1.278 0.276 0.19
C -4.281 -0.431 0.820 -1.68
C -3.315 -1.670 0.970 1.81
C -3.772 -2.590 2.136 -1.62
O -3.004 -2.264 -0.050 -0.55
H -5.283 -0.502 1.174 0.43
H -4.354 -0.241 -0.225 0.39
H -3.754 0.415 1.210 0.35
H -2.385 -1.232 1.370 -0.77
H -3.821 -2.038 3.013 0.48
H -3.285 -3.567 2.222 0.42
H -4.854 -2.790 1.998 0.42
H -2.414 -3.002 0.204 0.32
C -0.961 -1.259 3.826 -1.13
C -0.162 0.010 3.826 0.78
C 1.343 -0.102 4.002 -1.69
O -0.141 0.668 2.744 -0.21
H -1.992 -1.042 3.815 0.29
H -0.708 -1.874 4.651 0.44
H -0.759 -1.664 2.806 0.07
H -0.501 0.616 4.699 0.13
H 1.857 -0.640 3.231 0.24
H 1.581 -0.722 4.816 0.48
H 1.847 0.814 4.112 0.58
H 0.494 1.399 2.832 -0.06
C -0.830 1.410 -0.479 -0.40
C -1.677 0.699 -1.617 0.82
C -1.521 1.282 -3.035 -1.25
O -1.566 -0.537 -1.724 -0.11
H -0.656 0.712 0.371 -0.37
H -1.399 2.153 -0.032 0.69
H 0.197 1.831 -0.827 -0.18
H -2.813 0.770 -1.393 0.09
H -2.141 0.718 -3.789 0.28
H -0.459 1.200 -3.269 0.26
H -1.834 2.372 -2.965 0.40
H -1.959 -0.919 -0.946 -0.12
C 0.302 -3.449 -2.741 -0.95
C 0.294 -2.305 -3.740 0.54
C -1.115 -1.996 -4.226 -1.17
O 0.824 -1.278 -3.347 -0.44
H -0.361 -4.298 -3.114 0.36
H -0.021 -3.138 -1.763 -0.11
H 1.252 -3.997 -2.658 0.33
H 0.866 -2.738 -4.518 0.47
H -1.157 -1.012 -4.732 0.20
H -1.736 -2.013 -3.440 0.21
H -1.507 -2.748 -4.951 0.46
H 0.327 -0.883 -2.657 -0.12
C 2.505 2.051 -2.984 -0.26
O 3.697 2.462 -2.416 -0.56
H 2.115 1.154 -2.508 -0.09
H 2.794 1.783 -3.992 0.42
H 1.857 2.875 -2.958 0.27
H 4.095 1.720 -1.951 0.30
C 1.172 -1.545 0.243 0.26
O 1.802 -0.529 -0.549 -0.38
H 0.200 -1.261 0.305 -0.36
H 1.599 -1.397 1.306 -0.08
H 1.448 -2.569 -0.020 0.42
H 1.781 0.253 -0.063 0.33
```